[1]
This record from the Open Molecules 2025 dataset describes a molecular structure, C39H104AsF6N10O12 at a distorted geometry. The level of theory is ωB97M-V/def2-TZVPD.

## Properties
frontier orbital gap	8.6	eV
net charge	-1
HOMO	-6.546	eV
lowest unoccupied orbital energy	2.10	eV

Geometry as XYZ:
```
172
C39H104AsF6N10O12, DFT ωB97M-V/def2-TZVPD
As -13.245 22.289 21.625
F -14.419 23.006 20.588
F -14.502 21.336 22.400
F -12.048 21.635 22.699
F -11.981 23.096 20.797
F -13.530 23.513 22.805
F -13.098 20.938 20.550
C -16.646 23.201 24.612
C -18.007 22.535 24.565
C -18.517 22.240 25.945
O -19.447 21.187 25.932
C -20.195 21.088 27.099
N -18.966 23.284 23.771
H -15.922 22.677 25.239
H -16.712 24.200 25.067
H -16.226 23.308 23.612
H -17.816 21.566 24.083
H -18.915 23.174 26.372
H -17.659 21.933 26.561
H -20.762 22.006 27.332
H -19.603 20.934 28.018
H -20.894 20.262 26.995
H -18.762 23.124 22.786
H -19.896 22.877 23.838
C -18.127 17.608 16.469
C -16.627 17.855 16.625
C -16.328 18.355 18.027
O -14.947 18.668 18.227
C -14.523 19.872 17.578
N -15.909 16.626 16.286
H -18.347 17.128 15.516
H -18.711 18.531 16.540
H -18.537 16.970 17.262
H -16.444 18.640 15.882
H -16.659 17.604 18.751
H -16.966 19.214 18.282
H -13.435 19.770 17.548
H -14.787 20.705 18.230
H -14.820 19.991 16.536
H -16.265 15.844 16.825
H -14.949 16.752 16.600
C -11.805 16.380 17.969
C -12.437 16.205 19.347
C -12.026 17.369 20.231
O -12.415 17.088 21.569
C -12.352 18.234 22.401
N -13.907 16.152 19.193
H -12.086 17.374 17.604
H -12.164 15.616 17.282
H -10.715 16.337 18.002
H -12.138 15.262 19.814
H -12.506 18.296 19.887
H -10.928 17.487 20.235
H -12.805 17.936 23.344
H -12.927 19.060 21.965
H -11.315 18.569 22.525
H -14.169 17.091 18.873
H -14.286 16.083 20.136
C -13.152 20.462 26.125
C -12.506 21.764 26.559
C -11.615 21.650 27.787
O -12.270 21.031 28.859
C -13.025 21.911 29.653
N -11.760 22.375 25.470
H -13.612 19.870 26.917
H -12.397 19.852 25.610
H -13.905 20.627 25.348
H -13.319 22.478 26.748
H -11.190 22.642 27.998
H -10.729 21.076 27.481
H -13.373 21.323 30.500
H -13.924 22.212 29.103
H -12.432 22.776 29.953
H -11.286 21.656 24.931
H -12.268 22.887 24.764
C -9.960 20.235 17.944
C -10.265 21.309 18.994
C -9.908 20.762 20.385
O -8.507 20.534 20.395
C -8.040 19.886 21.536
N -9.448 22.514 18.705
H -10.509 20.532 17.042
H -10.348 19.252 18.213
H -8.904 20.198 17.688
H -11.330 21.517 18.948
H -10.458 19.833 20.605
H -10.181 21.409 21.224
H -7.297 19.114 21.315
H -8.838 19.420 22.128
H -7.537 20.555 22.256
H -9.785 23.236 19.343
H -8.527 22.298 19.084
C -16.362 27.555 22.558
O -15.758 27.547 21.287
C -14.433 27.071 21.374
C -13.622 27.688 20.246
N -14.116 27.440 18.863
C -13.854 26.070 18.460
C -14.118 25.846 16.976
O -13.439 24.716 16.421
C -13.587 23.497 17.099
H -17.451 27.571 22.478
H -16.000 28.417 23.123
H -16.165 26.636 23.121
H -14.403 25.974 21.331
H -13.907 27.280 22.317
H -12.559 27.465 20.325
H -13.692 28.777 20.366
H -15.127 27.500 18.994
H -14.446 25.332 19.022
H -12.838 25.742 18.706
H -13.713 26.683 16.407
H -15.191 25.757 16.757
H -12.743 22.861 16.818
H -14.463 22.921 16.754
H -13.640 23.551 18.185
C -11.520 28.275 24.494
O -10.470 27.835 23.678
C -10.941 27.048 22.600
C -9.738 26.619 21.788
N -8.877 25.651 22.466
C -9.446 24.373 22.854
C -8.411 23.608 23.639
O -8.036 24.136 24.895
C -9.105 24.383 25.778
H -12.106 27.433 24.885
H -12.204 28.882 23.876
H -11.167 28.902 25.307
H -11.562 27.694 21.959
H -11.514 26.203 22.995
H -9.081 27.472 21.605
H -10.042 26.247 20.805
H -8.345 26.111 23.188
H -9.826 23.827 21.996
H -10.250 24.550 23.586
H -7.507 23.466 23.045
H -8.810 22.588 23.803
H -9.575 23.454 26.105
H -9.814 25.111 25.382
H -8.713 24.803 26.712
C -23.351 21.901 19.799
O -22.268 22.779 19.662
C -22.013 23.531 20.847
C -20.592 24.047 20.797
N -19.657 22.949 20.562
C -18.276 23.417 20.434
C -17.885 23.957 19.071
O -18.240 23.111 17.986
C -17.470 21.937 17.967
H -23.376 21.315 20.721
H -23.353 21.192 18.967
H -24.306 22.441 19.681
H -22.129 22.938 21.762
H -22.745 24.350 20.875
H -20.415 24.501 21.783
H -20.480 24.876 20.082
H -19.977 22.621 19.650
H -17.626 22.572 20.686
H -18.109 24.194 21.179
H -16.799 24.118 19.031
H -18.371 24.913 18.865
H -17.627 21.272 18.829
H -16.405 22.202 17.965
H -17.693 21.323 17.094
C -16.920 19.016 21.602
O -17.838 18.384 21.112
N -16.748 19.231 22.965
N -15.858 19.519 20.887
H -17.354 18.934 23.700
H -15.835 19.604 23.185
H -15.256 20.252 21.244
H -15.811 19.310 19.901
```

[2]
This record from the Open Molecules 2025 dataset describes 13 unconnected molecules or ions with the total composition C39H104O39S13 at a distorted geometry. The level of theory is ωB97M-V/def2-TZVPD.

## Properties
frontier orbital gap (alpha / beta)	7.7 / 1.5	eV
energy above the lowest of the compared OMol25 structures with the same formula, charge and spin	85.02	kcal per mole
net charge	+1
HOMO (alpha / beta)	-11.664 / -11.664	eV
multiplicity	2
lowest unoccupied orbital energy (alpha / beta)	-3.97 / -10.16	eV

Geometry as XYZ:
```
195
C39H104O39S13, DFT ωB97M-V/def2-TZVPD
O 3.363 1.912 5.946
S 2.789 0.541 6.050
O 2.322 -0.131 4.869
O 3.930 -0.411 6.730
C 4.569 -0.037 7.976
C 5.137 1.380 7.981
C 1.392 0.373 7.266
H 5.396 -0.747 7.996
H 3.895 -0.215 8.813
H 5.861 1.355 8.795
H 4.343 2.113 8.126
H 5.736 1.582 7.093
H 1.144 -0.682 7.381
H 0.493 0.928 6.996
H 1.744 0.740 8.230
O 0.296 -3.225 2.211
S 0.336 -4.276 1.230
O 0.366 -4.003 -0.195
O 1.561 -5.287 1.646
C 1.859 -6.457 0.926
C 3.118 -7.268 1.428
C -1.222 -5.414 1.480
H 2.182 -6.153 -0.069
H 0.967 -7.068 0.784
H 3.066 -7.376 2.512
H 4.031 -6.782 1.084
H 2.974 -8.259 0.996
H -1.091 -5.982 2.401
H -1.397 -6.164 0.709
H -2.132 -4.855 1.698
O -7.433 3.775 5.496
S -7.000 2.400 5.306
O -7.876 1.309 5.069
O -5.984 2.447 3.999
C -6.110 1.324 3.105
C -5.247 1.804 1.841
C -5.560 2.063 6.416
H -7.133 1.184 2.756
H -5.778 0.345 3.451
H -4.177 1.655 1.985
H -5.348 2.887 1.777
H -5.526 1.309 0.911
H -5.059 1.115 6.216
H -5.969 2.076 7.427
H -4.856 2.892 6.347
O -4.557 -1.838 1.908
S -4.487 -2.806 0.829
O -3.222 -3.188 0.193
O -5.407 -4.141 1.274
C -5.302 -5.258 0.412
C -6.044 -6.466 1.024
C -5.422 -2.315 -0.652
H -4.265 -5.565 0.278
H -5.781 -5.130 -0.559
H -7.097 -6.183 1.049
H -5.706 -6.728 2.027
H -5.939 -7.386 0.450
H -5.642 -3.146 -1.321
H -4.736 -1.794 -1.320
H -6.358 -1.831 -0.373
O -4.849 -4.440 -3.417
S -3.444 -4.925 -3.174
O -3.085 -5.698 -1.914
O -2.783 -5.699 -4.506
C -1.538 -6.407 -4.312
C -1.235 -7.215 -5.542
C -2.348 -3.331 -3.110
H -1.555 -7.030 -3.418
H -0.677 -5.753 -4.171
H -1.292 -6.550 -6.403
H -1.926 -8.023 -5.784
H -0.206 -7.558 -5.651
H -2.459 -2.883 -4.097
H -1.436 -3.891 -2.901
H -2.635 -2.736 -2.243
O 1.737 0.454 -1.060
S 1.631 0.837 0.344
O 1.912 2.196 0.815
O 0.130 0.411 0.929
C -0.628 -0.582 0.283
C -1.715 0.059 -0.668
C 2.626 -0.270 1.409
H -0.913 -1.332 1.020
H -0.089 -1.187 -0.447
H -2.427 0.583 -0.030
H -2.315 -0.676 -1.203
H -1.291 0.598 -1.515
H 2.353 -1.270 1.070
H 2.361 -0.016 2.435
H 3.678 -0.001 1.319
O -3.200 -0.325 -6.244
S -2.333 0.283 -5.247
O -2.355 -0.053 -3.810
O -0.735 0.287 -5.733
C 0.158 -0.786 -5.366
C 0.987 -0.362 -4.128
C -2.608 2.193 -5.362
H 0.773 -0.781 -6.266
H -0.273 -1.786 -5.312
H 0.268 0.057 -3.425
H 1.774 0.274 -4.533
H 1.459 -1.138 -3.525
H -1.969 2.716 -4.651
H -3.639 2.399 -5.076
H -2.565 2.553 -6.389
O 2.051 8.623 0.432
S 1.328 7.407 0.086
O 0.008 7.124 0.598
O 1.416 7.033 -1.567
C 0.201 6.552 -2.229
C -0.737 7.718 -2.486
C 2.485 6.054 0.688
H -0.344 5.669 -1.898
H 0.552 6.306 -3.232
H -1.574 7.798 -1.791
H -1.190 7.580 -3.467
H -0.262 8.690 -2.619
H 3.078 6.375 1.544
H 3.241 5.844 -0.070
H 1.939 5.118 0.800
O -3.156 0.734 4.316
S -1.995 0.856 5.193
O -2.028 1.776 6.352
O -1.406 -0.587 5.637
C -2.229 -1.341 6.521
C -1.543 -2.660 6.730
C -0.639 1.404 3.890
H -3.128 -1.543 5.938
H -2.425 -0.749 7.416
H -2.196 -3.366 7.241
H -0.601 -2.614 7.278
H -1.403 -3.189 5.788
H 0.195 1.915 4.370
H -1.308 2.056 3.327
H -0.343 0.535 3.302
O -3.634 6.667 -2.656
S -3.875 5.295 -3.123
O -3.570 4.922 -4.515
O -3.123 4.198 -2.058
C -3.147 4.570 -0.613
C -2.073 3.702 0.075
C -5.631 4.680 -2.938
H -4.150 4.279 -0.303
H -2.818 5.590 -0.416
H -2.341 2.646 0.037
H -2.037 3.918 1.143
H -1.190 3.917 -0.527
H -5.804 3.868 -3.644
H -6.184 5.535 -3.329
H -5.766 4.486 -1.874
O 7.054 3.854 2.492
S 6.864 2.443 2.737
O 6.683 1.930 4.137
O 5.606 1.864 1.677
C 5.347 2.453 0.392
C 5.388 1.471 -0.828
C 8.158 1.363 1.888
H 6.041 3.255 0.142
H 4.397 2.949 0.196
H 5.062 1.945 -1.753
H 4.743 0.614 -0.632
H 6.398 1.082 -0.960
H 7.905 1.392 0.828
H 8.059 0.354 2.287
H 9.076 1.941 1.995
O 0.407 3.833 -4.285
S 1.801 3.587 -4.640
O 2.113 2.591 -5.638
O 2.606 4.937 -5.129
C 3.999 4.958 -5.296
C 4.455 6.263 -5.803
C 2.659 3.076 -3.134
H 4.410 4.147 -5.897
H 4.425 4.793 -4.306
H 4.063 6.589 -6.766
H 5.545 6.294 -5.798
H 4.011 6.951 -5.085
H 1.889 2.610 -2.519
H 2.982 3.969 -2.598
H 3.456 2.368 -3.362
O 1.300 -4.141 -4.048
S 2.481 -4.429 -3.217
O 2.344 -5.519 -2.263
O 3.756 -4.649 -4.278
C 5.123 -5.035 -3.921
C 5.650 -6.059 -4.811
C 3.174 -2.926 -2.367
H 5.058 -5.494 -2.934
H 5.750 -4.166 -3.723
H 5.628 -5.890 -5.888
H 5.271 -7.043 -4.535
H 6.701 -6.177 -4.548
H 2.584 -2.440 -1.590
H 3.516 -2.192 -3.096
H 4.092 -3.243 -1.871
```